one.
Molecular formula: C3H4S2
Method: DFT, ωB97M-V/def2-TZVPD

Values from the calculation:
LUMO	0.027	Ha
HOMO level	-9.401	eV
structure (SMILES)	C#CC(S)S

The geometry in XYZ format:
```
9
Properties=species:S:1:pos:R:3:lowdin_charge:R:1
C 0.8639 -2.1390 0.1425 0.131
C 0.4549 -0.9952 0.2354 -0.290
C 0.0929 0.4024 0.2816 -1.139
S -1.7629 0.5783 0.4258 0.684
S 0.8263 1.3960 -0.9342 0.749
H 1.0384 -3.1709 0.2434 0.022
H 0.4921 0.8215 1.3708 0.128
H -2.0072 -0.3829 1.2618 -0.175
H 0.5164 0.4423 -1.7993 -0.110
```

two.
Molecular formula: C3H4S2
Method: DFT, ωB97M-V/def2-TZVPD

Values from the calculation:
LUMO (alpha / beta)	-0.124 / -0.124	Ha
HOMO level (alpha / beta)	-8.810 / -8.813	eV

The geometry in XYZ format:
```
9
Properties=species:S:1:pos:R:3:lowdin_charge:R:1
C 1.3937 -0.2353 -1.2689 -0.064
C 0.7949 -0.3569 -2.3530 -0.770
C -0.9246 0.2498 1.6536 -0.596
S -0.0068 -0.6736 -3.7484 0.663
S 0.5079 1.1101 1.0590 0.611
H 2.1437 -0.4067 -0.4997 0.013
H -1.4961 -0.1333 0.6518 0.087
H -1.6359 1.0080 2.1147 0.037
H -0.7767 -0.5621 2.3909 0.021
```

three.
Molecular formula: C3H4S2
Method: DFT, ωB97M-V/def2-TZVPD

Values from the calculation:
LUMO (alpha / beta)	-0.135 / -0.138	Ha
HOMO level (alpha / beta)	-8.138 / -7.830	eV

The geometry in XYZ format:
```
9
Properties=species:S:1:pos:R:3:lowdin_charge:R:1
C -1.2147 0.6353 -0.1813 -0.657
C 1.1241 -0.2974 0.1473 -0.674
C -0.4502 -0.4023 0.1181 -0.232
S -2.9511 0.4670 -0.2613 0.675
S 1.6990 1.2757 -0.3457 0.628
H -0.6016 1.5195 -0.2821 -0.010
H 1.5592 -0.7340 1.0035 0.051
H 1.5232 -1.0452 -0.6276 0.117
H -0.6879 -1.4186 0.4291 0.104
```

four.
Molecular formula: C3H4S2
Method: DFT, ωB97M-V/def2-TZVPD

Values from the calculation:
LUMO	0.030	Ha
HOMO level	-7.862	eV
structure (SMILES)	C1=CSCS1

The geometry in XYZ format:
```
9
Properties=species:S:1:pos:R:3:lowdin_charge:R:1
C 0.8477 0.6928 -0.6584 -0.760
C -0.8883 -0.1256 1.1346 -0.526
C -1.2375 -0.7462 0.0174 -0.532
H 1.9014 0.5899 -0.9138 0.031
H 0.4955 1.6416 -1.0650 0.032
H -1.4546 -0.1498 2.0540 0.063
H -2.1397 -1.3403 -0.1245 0.069
S 0.6741 0.7038 1.1597 0.810
S -0.1200 -0.6830 -1.3417 0.814
```

Winner for stability: four

one.
Molecular formula: C4H8N2O2
Method: DFT, ωB97M-V/def2-TZVPD

Values from the calculation:
LUMO	0.004	Ha
HOMO level	-9.475	eV
structure (SMILES)	CC(=O)NC(=O)CN

The geometry in XYZ format:
```
16
Properties=species:S:1:pos:R:3:lowdin_charge:R:1
C 1.9662 0.3434 -0.0649 0.017
C 1.2506 1.4043 0.8696 -0.372
C -0.9061 0.5061 0.0118 -0.323
C -0.8331 -0.8890 -0.4189 -0.358
H 1.2536 -0.5102 0.1981 0.059
H 3.1006 0.2276 0.3155 0.144
H 2.0585 0.5227 -1.0237 0.013
H -0.6980 1.9125 1.2570 0.125
H 0.2287 -1.1953 -0.9788 0.160
H -0.6244 -1.5018 0.4357 0.119
H -2.7354 -1.0938 -0.5142 0.170
H -1.6601 -2.3779 -1.2754 0.045
N -0.1916 1.0769 1.0813 0.156
N -1.8564 -1.4340 -1.1752 -0.003
O 1.8299 2.2442 1.5526 0.075
O -2.1831 0.7644 -0.2704 -0.027
```

two.
Molecular formula: C4H8N2O2
Method: DFT, ωB97M-V/def2-TZVPD

Values from the calculation:
LUMO	0.021	Ha
HOMO level	-9.543	eV
structure (SMILES)	CC(=O)NCC(N)=O

The geometry in XYZ format:
```
16
Properties=species:S:1:pos:R:3:lowdin_charge:R:1
C 0.2141 2.5605 -0.2649 -0.011
C 1.0195 1.3914 0.2197 -0.530
N 0.3931 0.3924 0.9561 0.057
C -0.8773 -0.1804 0.5458 -0.118
C -0.7407 -1.5179 -0.1418 -0.524
N -1.6210 -1.7523 -1.1592 0.171
O 0.0386 -2.3527 0.2652 0.069
O 2.1970 1.2819 -0.0647 0.061
H 0.8742 3.4228 -0.2673 0.088
H -0.0617 2.3959 -1.3092 0.090
H -0.7036 2.7080 0.2989 0.076
H 1.1076 -0.2825 1.2085 0.134
H -1.4993 -0.3762 1.4233 0.132
H -1.3801 0.6267 0.0094 0.108
H -2.0128 -0.9206 -1.5627 0.096
H -1.6742 -2.6384 -1.6000 0.102
```

three.
Molecular formula: C4H8N2O2
Method: DFT, ωB97M-V/def2-TZVPD

Values from the calculation:
LUMO	0.025	Ha
HOMO level	-8.255	eV
structure (SMILES)	C[C@@](N)(C=O)NC=O

The geometry in XYZ format:
```
16
Properties=species:S:1:pos:R:3:lowdin_charge:R:1
C 0.4256 -0.1400 0.0775 -0.549
C 0.5588 -1.4423 0.8218 -0.021
N 0.0948 0.9970 0.8741 0.073
N 1.3948 0.1418 -0.8676 0.103
C -1.1517 -0.2996 -0.9267 -0.201
C -0.9354 1.6651 0.1449 -0.320
O -2.1055 -0.9160 -0.5500 0.047
O -0.7890 2.1305 -0.9745 0.041
H -0.0773 0.8127 1.8526 0.124
H 1.2837 1.0366 -1.3340 0.093
H 2.2150 -0.4445 -0.9277 0.095
H -0.9053 -0.1716 -2.0077 0.114
H -1.7860 1.9175 0.7943 0.143
H 1.3085 -1.3428 1.6096 0.086
H -0.3967 -1.7085 1.2699 0.083
H 0.8657 -2.2358 0.1434 0.089
```

four.
Molecular formula: C4H8N2O2
Method: DFT, ωB97M-V/def2-TZVPD

Values from the calculation:
LUMO	0.032	Ha
HOMO level	-9.096	eV
structure (SMILES)	O=NN1CCOCC1

The geometry in XYZ format:
```
16
Properties=species:S:1:pos:R:3:lowdin_charge:R:1
C -0.0179 1.3866 0.3344 -0.143
C 1.2571 0.9643 -0.4007 -0.152
C 0.7007 -1.3466 -0.2665 -0.233
C -0.4365 -1.0790 0.5681 -0.126
H 0.1149 1.5775 1.4440 0.141
H -0.5423 2.3162 0.0968 0.127
H 1.1054 0.9833 -1.5174 0.141
H 2.0735 1.5957 -0.0305 0.121
H 0.3604 -1.3461 -1.3930 0.167
H 1.1252 -2.3241 -0.1447 0.120
H -1.3288 -1.6514 0.3566 0.111
H -0.3700 -1.1356 1.6710 0.148
N -2.0470 0.5198 -0.3394 -0.079
N -0.8470 0.2585 0.1317 -0.177
O -2.8916 -0.3263 -0.3542 -0.036
O 1.7439 -0.3928 -0.1560 -0.130
```

Winner for stability: two

one.
Molecular formula: C7H8IO2
Method: DFT, ωB97M-V/def2-TZVPD

Values from the calculation:
LUMO	0.093	Ha
HOMO level	-4.234	eV
total charge	-1
structure (SMILES)	CC(C)(CC#CI)C(=O)[O-]

The geometry in XYZ format:
```
18
Properties=species:S:1:pos:R:3:lowdin_charge:R:1
C 0.8452 0.3112 2.7906 -0.718
C -1.5893 -0.1743 0.1453 -0.697
C 0.8821 -0.3161 1.7833 -0.192
C 0.8079 -0.9164 0.4541 -0.156
C -0.1503 -0.0896 -0.4777 -0.515
C -0.2456 -0.6955 -1.8354 -0.077
C 0.3159 1.3696 -0.5797 -0.056
O -1.7408 -0.8215 1.2010 -0.050
O -2.3787 0.4658 -0.5656 -0.053
I 0.6257 1.0712 4.6326 0.782
H 1.7862 -1.1047 0.0503 0.102
H 0.0593 -1.7796 0.6448 0.144
H -1.0631 -0.2080 -2.3257 0.065
H -0.2851 -1.7985 -1.7102 0.092
H 0.7103 -0.4200 -2.4390 0.103
H -0.1955 1.7992 -1.4136 0.065
H 1.4072 1.4535 -0.7612 0.080
H 0.2086 1.8538 0.4060 0.082
```

two.
Molecular formula: C7H8IO2
Method: DFT, ωB97M-V/def2-TZVPD

Values from the calculation:
LUMO	0.087	Ha
HOMO level	-3.541	eV
total charge	-1
structure (SMILES)	CC(C)(CC#CI)C(=O)[O-]

The geometry in XYZ format:
```
18
Properties=species:S:1:pos:R:3:lowdin_charge:R:1
C 2.5782 -2.5853 0.1128 -0.644
C 1.4460 0.8959 1.3455 -0.744
C 1.4840 -2.2457 0.4896 -0.183
C 0.3372 -1.4208 0.8508 -0.180
C 0.3680 0.0313 0.3202 -0.460
C -0.8084 0.9498 0.6230 -0.094
C 0.9730 0.2172 -1.0472 -0.073
O 1.7215 0.3482 2.3651 0.008
O 1.6993 2.0019 0.8522 -0.073
I 4.2244 -3.7930 -0.1699 0.733
H -0.5047 -1.9931 0.3062 0.130
H 0.0533 -1.5038 1.8855 0.105
H -0.6021 1.9121 0.0886 0.084
H -0.9700 1.0764 1.7647 0.111
H -1.7534 0.4971 0.1723 0.074
H 1.0887 -0.7543 -1.4448 0.042
H 1.8690 0.9092 -1.0077 0.102
H 0.2570 0.7328 -1.6863 0.063
```

Winner for stability: one